[1]
{"formula": "C29H34N4O3STb", "method": "wB97M-V/def2-TZVPD", "gap_ev": [8.925, 8.930], "s2": 12.6800, "total_charge": 1, "multiplicity": 7, "mol_weight_da": 677.61, "energy_ev": -75993.903, "e_homo_ev": [-11.0, -11.0], "lumo_energy_ev": [-2.1, -2.1], "symbols": ["Tb", "O", "C", "C", "C", "C", "C", "C", "C", "C", "N", "H", "H", "H", "H", "H", "H", "H", "H", "H", "H", "H", "C", "N", "C", "C", "C", "C", "C", "C", "C", "C", "H", "H", "H", "H", "H", "H", "H", "H", "H", "H", "H", "H", "C", "C", "C", "C", "C", "C", "C", "S", "O", "O", "N", "C", "C", "C", "C", "C", "N", "H", "H", "H", "H", "H", "H", "H", "H", "H", "H", "H"], "xyz": [[10.8830, 11.8271, 9.8029], [9.4225, 13.4847, 10.8414], [8.8469, 13.6712, 12.1721], [7.8228, 12.5733, 12.4481], [8.3452, 11.1129, 12.3184], [9.6490, 10.9376, 13.0681], [9.5581, 10.5738, 14.4007], [10.7093, 10.3938, 15.1473], [11.9389, 10.5742, 14.5046], [11.9442, 10.9490, 13.1776], [10.8006, 11.1551, 12.4740], [9.7735, 14.3371, 10.5311], [8.3610, 14.6206, 12.2724], [9.6618, 13.6909, 12.9015], [6.8994, 12.6397, 11.8900], [7.5698, 12.6715, 13.5088], [8.4622, 10.8131, 11.2685], [7.5521, 10.4713, 12.6808], [8.5772, 10.4943, 14.8839], [10.6291, 10.0480, 16.1546], [12.8557, 10.3638, 15.0554], [12.8863, 11.0008, 12.6394], [13.5202, 12.1492, 7.7305], [13.3826, 12.4809, 9.1900], [14.4851, 11.8048, 9.8974], [13.5135, 13.9602, 9.3617], [12.3811, 14.6450, 8.6823], [12.5124, 15.8613, 8.0648], [11.4158, 16.4453, 7.4309], [10.2474, 15.7138, 7.3552], [10.1076, 14.5071, 8.0231], [11.1569, 13.9466, 8.7623], [14.5906, 12.2581, 7.4261], [12.9327, 12.8764, 7.1938], [13.1766, 11.1269, 7.5247], [15.4306, 12.1983, 9.5514], [14.4293, 10.7508, 9.6133], [14.3819, 11.9422, 10.9802], [14.5039, 14.2735, 8.9668], [13.5755, 14.1264, 10.4285], [13.4582, 16.3854, 8.1269], [11.4167, 17.4626, 7.0560], [9.4210, 16.1450, 6.7850], [9.1462, 14.0403, 7.9367], [16.7736, 6.6663, 6.8711], [15.4724, 7.1740, 7.4370], [14.4731, 7.6966, 6.6038], [13.2939, 8.3024, 7.0449], [13.0919, 8.4213, 8.4440], [14.0491, 7.9178, 9.3098], [15.2358, 7.3517, 8.8186], [11.5778, 8.9373, 9.1290], [10.7579, 7.7619, 9.2967], [11.8863, 9.6476, 10.3959], [10.9490, 10.0524, 8.1960], [9.5714, 10.0698, 7.8760], [8.9362, 9.2562, 6.8986], [7.6765, 9.5663, 6.4694], [7.0856, 10.7079, 6.9583], [7.7767, 11.4776, 7.8941], [8.9856, 11.1413, 8.3778], [17.1563, 7.4197, 6.1843], [16.6049, 5.7735, 6.2850], [17.5330, 6.5788, 7.6562], [14.6172, 7.6929, 5.5218], [12.6280, 8.7494, 6.3010], [13.9534, 8.0010, 10.3820], [16.0559, 7.1406, 9.5031], [9.4228, 8.3620, 6.5446], [7.1786, 9.0145, 5.7296], [6.1045, 11.0481, 6.7005], [7.3615, 12.4077, 8.2816]], "lowdin_spin": [6.12, -0.01, 0.00, 0.00, 0.00, 0.00, 0.00, 0.00, 0.00, 0.00, -0.01, 0.00, 0.00, 0.00, 0.00, 0.00, 0.00, 0.00, 0.00, 0.00, 0.00, 0.00, 0.00, -0.02, 0.00, 0.00, 0.00, 0.00, 0.00, 0.00, 0.00, -0.02, 0.00, 0.00, 0.00, 0.00, 0.00, 0.00, 0.00, 0.00, 0.00, 0.00, 0.00, 0.00, 0.00, 0.00, 0.00, 0.00, 0.00, 0.00, 0.00, 0.00, 0.00, -0.01, -0.01, 0.00, 0.00, 0.00, 0.00, 0.00, -0.01, 0.00, 0.00, 0.00, 0.00, 0.00, 0.00, 0.00, 0.00, 0.00, 0.00, 0.00]}

---

[2]
{"formula": "C32H34AsFN4NaO8", "method": "wB97M-V/def2-TZVPD", "gap_ev": 4.987, "total_charge": -1, "multiplicity": 1, "mol_weight_da": 719.55, "energy_ev": -124052.672, "e_homo_ev": -4.7, "lumo_energy_ev": 0.3, "symbols": ["Na", "O", "C", "C", "C", "N", "C", "C", "C", "O", "O", "C", "O", "O", "H", "H", "H", "C", "C", "N", "C", "C", "C", "O", "O", "C", "O", "C", "C", "C", "F", "C", "C", "C", "N", "C", "C", "N", "C", "C", "H", "H", "H", "H", "H", "H", "H", "H", "H", "H", "H", "H", "H", "H", "H", "H", "H", "H", "C", "As", "C", "C", "C", "C", "C", "C", "C", "C", "H", "H", "H", "H", "H", "H", "H", "H", "H", "H", "H", "H", "H"], "xyz": [[1.4590, 3.0621, 0.1570], [-4.1228, -0.2784, 0.5801], [-2.9504, 0.4366, 0.5173], [-2.9110, 1.8054, 0.7078], [-1.6767, 2.4443, 0.6536], [-0.5510, 1.7853, 0.3975], [-0.5955, 0.4697, 0.1906], [-1.7752, -0.2551, 0.2669], [0.7416, -0.2215, -0.1291], [0.6751, -1.4468, -0.4209], [1.7525, 0.4980, -0.1005], [-1.5726, 3.9631, 0.9545], [-2.6654, 4.5232, 1.1511], [-0.4124, 4.4157, 0.9934], [-4.8303, 0.3415, 0.7881], [-3.7876, 2.4082, 0.9168], [-1.7617, -1.3289, 0.1725], [3.8554, -1.8005, -1.6996], [3.9596, -1.1345, -3.0656], [3.1684, 0.0899, -3.1441], [3.7550, 1.2565, -2.7290], [3.1122, 2.4004, -2.4175], [3.9594, 3.4950, -1.7427], [5.0856, 3.6879, -2.2283], [3.4232, 4.0055, -0.7334], [1.6757, 2.4488, -2.5436], [0.9489, 3.3852, -2.2103], [1.0521, 1.2116, -3.0744], [-0.3373, 1.1951, -3.2052], [-0.9672, 0.0165, -3.4744], [-2.3310, -0.0444, -3.5205], [-0.2557, -1.1767, -3.6009], [1.1164, -1.1573, -3.5267], [1.7984, 0.0433, -3.2734], [-0.9215, -2.4538, -3.5345], [-1.4571, -2.6358, -2.1829], [-1.7921, -4.0871, -1.9741], [-2.8032, -4.4762, -3.0342], [-2.2850, -4.2171, -4.4248], [-1.9117, -2.7508, -4.5407], [4.4218, -2.7356, -1.6928], [2.8178, -1.9886, -1.4178], [4.2569, -1.1358, -0.9344], [3.6523, -1.8056, -3.8701], [4.9906, -0.8505, -3.2780], [4.8329, 1.2274, -2.6245], [-0.8828, 2.1085, -3.0038], [1.6296, -2.1063, -3.5477], [-2.3623, -2.0256, -2.0289], [-0.7030, -2.3032, -1.4488], [-2.2464, -4.2766, -1.0030], [-0.9227, -4.7257, -2.1219], [-3.6362, -3.9011, -2.8885], [-3.0797, -5.4508, -2.9339], [-3.0710, -4.5012, -5.1232], [-1.4144, -4.8578, -4.5526], [-2.8233, -2.1373, -4.4512], [-1.4934, -2.5739, -5.5320], [2.1423, 2.7862, 5.2286], [1.3342, 2.6274, 3.4375], [-0.4545, 3.1887, 3.9979], [1.1098, 0.6372, 3.4675], [0.0481, 0.1332, 4.3820], [0.3295, -0.2216, 5.7013], [-0.6744, -0.6485, 6.5603], [-1.9853, -0.7353, 6.1145], [-2.2782, -0.3947, 4.7993], [-1.2748, 0.0331, 3.9457], [1.5399, 2.2719, 5.9790], [2.2010, 3.8439, 5.4865], [3.1529, 2.3761, 5.2229], [-0.6819, 2.8308, 5.0031], [-1.2027, 2.8156, 3.3038], [-0.4896, 4.2759, 3.9540], [2.0900, 0.2437, 3.7430], [0.9215, 0.3584, 2.4328], [1.3532, -0.1673, 6.0548], [-0.4303, -0.9166, 7.5815], [-2.7702, -1.0661, 6.7834], [-3.2967, -0.4574, 4.4348], [-1.5144, 0.3013, 2.9229]], "mulliken_charge": [0.75, -0.65, 0.69, -0.76, -0.87, 1.32, 0.23, -1.18, 0.39, -1.03, -0.65, 0.31, -0.85, -0.64, 0.32, 0.49, 0.83, -0.66, -1.14, 0.26, -0.34, 0.20, 0.30, -0.79, -0.70, 0.79, -0.82, 0.36, -0.50, 0.10, -0.48, -1.28, -0.32, 0.84, 0.28, 0.36, -1.37, -0.10, -0.85, -0.34, 0.44, 0.02, 0.26, 0.42, 0.52, 0.37, 0.48, 0.27, 0.40, -0.04, 0.43, 0.34, 0.42, 0.35, 0.43, 0.38, 0.34, 0.43, -1.23, 0.44, -1.03, -0.04, 0.00, -0.44, -0.69, -0.51, -0.74, 0.45, 0.32, 0.38, 0.35, 0.43, 0.10, 0.43, 0.66, -0.75, 0.42, 0.37, 0.37, 0.44, 0.46]}

---

[3]
{"formula": "C2H13N2O2", "method": "wB97M-V/def2-TZVPD", "gap_ev": 10.769, "total_charge": 1, "multiplicity": 1, "mol_weight_da": 97.14, "energy_ev": -9353.972, "e_homo_ev": -13.8, "lumo_energy_ev": -3.1, "symbols": ["C", "N", "C", "N", "H", "H", "H", "H", "H", "H", "H", "H", "H", "H", "H", "O", "H", "H", "O"], "xyz": [[-1.6753, 0.0726, -0.2756], [-2.3022, -0.5020, 0.9380], [-0.2467, -0.4405, -0.4060], [0.3529, -0.7763, 0.9215], [-1.8184, 1.1515, -0.2672], [-2.2202, -0.1939, -1.1880], [-2.8764, 0.2252, 1.3372], [-2.9506, -1.2516, 0.7103], [0.4042, 0.2724, -0.9019], [-0.2710, -1.3858, -0.9443], [1.3908, -0.8535, 0.9049], [0.2682, 0.0348, 1.5320], [-0.0689, -1.5471, 1.4365], [1.4219, 1.9577, -2.7845], [0.9238, 0.8826, -3.6976], [0.8117, 1.2098, -2.7930], [3.6344, -0.0783, 1.7509], [2.5195, 1.0801, 1.9057], [2.7022, 0.1423, 1.8213]], "mulliken_charge": [-0.47, -0.57, -0.51, -0.28, 0.37, 0.36, 0.24, 0.23, 0.35, 0.29, 0.35, 0.34, 0.35, 0.30, 0.31, -0.64, 0.32, 0.32, -0.65]}

---

[4]
{"formula": "C33H49BrIrNP3", "method": "wB97M-V/def2-TZVPD", "gap_ev": [5.175, 4.505], "s2": 8.8193, "total_charge": 4, "multiplicity": 6, "mol_weight_da": 824.80, "energy_ev": -137207.815, "e_homo_ev": [-16.2, -18.4], "lumo_energy_ev": [-11.1, -13.9], "symbols": ["C", "C", "C", "C", "N", "C", "C", "C", "C", "C", "C", "C", "C", "C", "Ir", "P", "H", "H", "H", "H", "H", "H", "H", "H", "C", "C", "H", "H", "H", "H", "H", "C", "C", "H", "H", "H", "H", "H", "C", "C", "H", "H", "H", "H", "H", "Br", "P", "C", "C", "H", "H", "H", "H", "H", "C", "C", "H", "H", "H", "H", "H", "C", "C", "H", "H", "H", "H", "H", "C", "P", "C", "C", "C", "C", "C", "C", "C", "H", "H", "H", "H", "H", "H", "H", "H", "H", "H", "H"], "xyz": [[0.3502, 4.4480, -3.4740], [0.0374, 3.2432, -4.1596], [-0.1011, 3.3048, -5.5603], [-0.0562, 4.5574, -6.1904], [0.1640, 5.6870, -5.5207], [0.3861, 5.6417, -4.2055], [-0.2444, 2.0093, -3.4625], [-0.4787, 1.5738, -2.2105], [-0.7553, 1.8501, -0.8253], [0.1650, 2.3002, 0.1631], [-0.1570, 2.1807, 1.4994], [-1.3320, 1.4667, 1.8995], [-2.3642, 1.4072, 0.9323], [-2.0601, 1.5097, -0.4102], [-0.8597, 0.2084, -3.5012], [2.2100, -0.9477, 0.9190], [-0.2902, 2.3977, -6.1325], [0.5435, 4.4588, -2.4019], [-0.2187, 4.6256, -7.2707], [0.5891, 6.5925, -3.7063], [-2.8226, 1.2841, -1.1676], [1.0977, 2.7622, -0.1665], [-3.4108, 1.2770, 1.2307], [0.4869, 2.6084, 2.2660], [2.6607, -2.6726, 1.1984], [3.7678, -3.2200, 0.2998], [1.7335, -3.2547, 1.0825], [2.9537, -2.7471, 2.2573], [4.0703, -4.2042, 0.6757], [3.4325, -3.3595, -0.7357], [4.6673, -2.5913, 0.2938], [2.1588, -0.5138, -0.8395], [3.2999, 0.3677, -1.3424], [1.1851, -0.0322, -1.0233], [2.1399, -1.4554, -1.4076], [3.1973, 0.4973, -2.4282], [3.2832, 1.3717, -0.8940], [4.2892, -0.0792, -1.1659], [3.2337, 0.1789, 1.8900], [4.7226, -0.1996, 1.8965], [2.8284, 0.1900, 2.9160], [3.0949, 1.1949, 1.4834], [5.2924, 0.5749, 2.4223], [4.9066, -1.1473, 2.4192], [5.1513, -0.2746, 0.8875], [0.0722, -0.7700, 1.6938], [-1.0949, -1.7160, -2.6796], [0.0151, -3.1379, -2.7989], [-0.6023, -4.5146, -2.5455], [0.8130, -2.9366, -2.0641], [0.4821, -3.0907, -3.7958], [0.1588, -5.2860, -2.7296], [-0.9384, -4.6292, -1.5067], [-1.4514, -4.7212, -3.2121], [-2.0867, -1.8864, -1.1623], [-3.2765, -2.8166, -1.2995], [-2.4002, -0.8736, -0.8717], [-1.3954, -2.2111, -0.3708], [-3.8146, -2.8631, -0.3435], [-3.9816, -2.4597, -2.0572], [-2.9688, -3.8354, -1.5578], [-2.1434, -1.5245, -4.1672], [-1.8606, -2.5408, -5.2966], [-2.0461, -0.4564, -4.6124], [-3.1811, -1.6232, -3.8223], [-2.4227, -2.2125, -6.1796], [-0.7935, -2.5872, -5.5521], [-2.2176, -3.5511, -5.0486], [-2.9286, 2.6395, 4.1330], [-1.9522, 1.2231, 3.6108], [-3.0389, -0.2189, 3.4836], [-0.8107, 0.8329, 4.9665], [-1.3340, 0.1617, 6.0915], [-0.5387, -0.0668, 7.2144], [0.7802, 0.3947, 7.2447], [1.3085, 1.0560, 6.1305], [0.5251, 1.2727, 4.9915], [-3.5953, 2.9494, 3.3174], [-2.2492, 3.4609, 4.3975], [-3.5293, 2.3736, 5.0165], [-2.4340, -1.1343, 3.4730], [-3.7206, -0.2471, 4.3408], [-3.6374, -0.1841, 2.5678], [-2.3719, -0.1775, 6.0775], [-0.9627, -0.6036, 8.0624], [1.3857, 0.2368, 8.1382], [2.3414, 1.4103, 6.1582], [0.9492, 1.7940, 4.1339]], "lowdin_spin": [0.09, 0.05, 0.10, 0.08, 0.77, 0.08, 0.34, 0.15, 0.34, 0.03, 0.25, 0.45, 0.06, 0.25, 1.13, 0.03, 0.01, 0.01, 0.02, 0.02, 0.01, 0.00, 0.00, 0.01, 0.01, 0.00, 0.00, 0.00, 0.00, 0.00, 0.00, 0.00, 0.00, 0.00, 0.00, 0.00, 0.00, 0.00, 0.00, 0.00, 0.00, 0.00, 0.00, 0.00, 0.00, 0.10, 0.20, 0.02, 0.01, 0.01, 0.00, 0.00, 0.00, 0.00, 0.03, 0.01, 0.01, 0.00, 0.00, 0.00, 0.00, 0.13, 0.03, 0.05, 0.01, 0.00, 0.00, 0.00, 0.03, 0.05, 0.00, 0.00, 0.00, 0.00, 0.00, 0.00, 0.00, 0.00, 0.00, 0.00, 0.00, 0.00, 0.00, 0.00, 0.00, 0.00, 0.00, 0.00]}

---

[5]
{"formula": "C5H12ClN2", "method": "wB97M-V/def2-TZVPD", "smiles": "C[N+]1(C)CCN[C@H]1Cl", "gap_ev": 10.532, "total_charge": 1, "multiplicity": 1, "mol_weight_da": 135.62, "energy_ev": -20873.762, "e_homo_ev": -14.0, "lumo_energy_ev": -3.5, "symbols": ["C", "N", "C", "C", "C", "N", "C", "Cl", "H", "H", "H", "H", "H", "H", "H", "H", "H", "H", "H", "H"], "xyz": [[0.9632, -1.0581, -1.0508], [0.0795, -0.5351, 0.0862], [-0.1676, -1.5841, 1.1328], [-1.1450, 0.1727, -0.4837], [-0.7452, 1.6660, -0.5592], [0.6458, 1.6150, -0.2341], [0.7859, 0.5852, 0.5861], [-0.2606, 1.1173, 2.4297], [1.8555, -1.5070, -0.7068], [0.2539, -1.7794, -1.3517], [1.0670, -0.3529, -1.8855], [0.2208, -1.0643, 1.9472], [-1.3391, -1.6876, 1.2048], [0.3511, -2.5160, 0.9958], [-1.9792, 0.0035, 0.1859], [-1.3749, -0.2492, -1.5257], [-0.9159, 2.0782, -1.6224], [-1.2492, 2.2006, 0.1702], [1.2484, 2.4707, -0.2966], [1.7057, 0.4243, 0.9779]], "mulliken_charge": [-1.10, 0.27, -0.68, -0.35, -0.61, -0.21, -0.80, -0.25, 0.40, 0.56, 0.35, 0.38, 0.28, 0.35, 0.32, 0.30, 0.34, 0.41, 0.30, 0.75]}

---

[6]
{"formula": "C3H4F2S", "method": "wB97M-V/def2-TZVPD", "smiles": "CC(F)(F)C=S", "gap_ev": 8.436, "total_charge": 0, "multiplicity": 1, "mol_weight_da": 110.13, "energy_ev": -19444.237, "e_homo_ev": -9.0, "lumo_energy_ev": -0.5, "symbols": ["C", "C", "F", "F", "C", "S", "H", "H", "H", "H"], "xyz": [[-1.1521, 0.3005, -0.3148], [0.3155, 0.2119, -0.5665], [0.7764, 1.4031, -0.9044], [0.8103, -0.6850, -1.5266], [1.1177, -0.5571, 0.8815], [0.9628, 0.0886, 2.3261], [-1.3449, -0.6395, 0.2998], [-1.7315, 0.3716, -1.2552], [-1.4301, 1.0544, 0.4319], [1.6758, -1.5485, 0.6283]], "mulliken_charge": [-1.11, 0.90, -0.25, -0.30, -0.32, -0.17, 0.31, 0.32, 0.34, 0.29]}